A molecular structure, C8H26IrN4O5 in a non-equilibrium geometry. Source: the OMol25 dataset; level of theory: ωB97M-V/def2-TZVPD.

Electronic energy   -27740.8046 eV
E_HOMO (spin up / spin down)   -0.3306 / -0.4306 Eh
Orbital gap (spin up / spin down)   0.2237 / 0.2379 hartree
<S²>   6.014

Geometry as ORCA input:
```
! wB97M-V def2-TZVPD RIJCOSX def2/J DEFGRID3
* xyz 1 5
O -2.18 1.86 2.87
H -2.45 1.08 3.42
Ir -0.09 -0.33 0.24
N -0.33 -1.03 -1.49
N -1.94 0.41 -0.28
O 0.63 -1.88 -2.13
O -2.68 1.28 0.26
C -1.55 -0.92 -2.11
C -2.43 -0.05 -1.48
C -1.73 -1.69 -3.34
C -3.71 0.52 -1.90
H -1.57 -2.75 -3.14
H -1.04 -1.34 -4.12
H -2.75 -1.55 -3.70
H -3.69 1.61 -1.91
H -4.51 0.24 -1.23
H -3.92 0.16 -2.88
H 1.36 -1.24 -2.35
H -2.23 1.25 1.96
O 2.44 0.06 -2.82
H 3.20 -0.39 -3.23
H 2.21 0.78 -3.42
C -0.30 -0.80 2.01
H -0.07 0.36 2.08
H -1.38 -0.77 2.03
H 0.15 -1.27 2.94
O -0.37 -2.75 4.62
H -0.61 -3.63 4.37
H 0.30 -2.92 5.30
N 0.47 1.83 0.36
C 1.88 2.13 0.00
C 2.86 1.58 1.03
C 2.77 0.10 1.38
N 1.97 -0.68 0.38
H 0.20 2.22 1.27
H -0.18 2.26 -0.31
H 2.07 1.71 -1.00
H 1.98 3.22 -0.08
H 3.87 1.78 0.64
H 2.78 2.16 1.95
H 3.78 -0.34 1.35
H 2.34 -0.07 2.37
H 2.06 -1.67 0.59
H 2.38 -0.54 -0.54
*
```

A molecular structure, C8H26KN10O9 in a non-equilibrium geometry. Source: the OMol25 dataset; level of theory: ωB97M-V/def2-TZVPD.

Electronic energy   -58348.8121 eV
E_HOMO   -0.1896 Eh
Orbital gap   0.2174 hartree

Geometry as ORCA input:
```
! wB97M-V def2-TZVPD RIJCOSX def2/J DEFGRID3
* xyz -1 1
K -2.30 2.25 2.15
C 0.18 0.98 0.43
O -0.65 1.59 1.07
O 0.81 0.02 0.96
O 0.45 1.33 -0.72
C -3.24 -1.38 1.71
C -2.35 -0.49 0.87
O -1.52 0.09 1.83
H -3.80 -1.90 0.93
H -3.95 -0.85 2.34
H -2.68 -2.14 2.26
H -2.88 0.31 0.35
H -1.82 -1.12 0.15
H -0.94 0.71 1.37
C -1.75 2.79 -1.58
O -2.63 3.47 -2.07
N -2.00 2.01 -0.55
N -0.47 2.83 -1.83
H -1.27 1.47 -0.10
H -2.99 1.91 -0.38
H -0.15 3.48 -2.53
H 0.10 2.20 -1.28
C 3.34 1.12 0.06
O 4.52 1.33 0.06
N 2.56 1.33 -0.96
N 2.76 0.59 1.08
H 2.98 1.77 -1.76
H 1.56 1.21 -0.83
H 3.33 0.17 1.80
H 1.76 0.43 1.02
C 0.20 -2.48 2.50
O 0.34 -3.36 3.31
N 0.94 -1.46 2.49
N -0.64 -2.45 1.49
H 1.10 -0.95 1.63
H 1.66 -1.52 3.20
H -1.26 -3.23 1.33
H -0.75 -1.48 1.23
C 1.45 -2.29 -0.59
O 1.94 -3.22 -1.18
N 2.07 -1.48 0.25
N 0.28 -1.74 -0.83
H 3.00 -1.82 0.43
H 1.64 -0.60 0.50
H -0.34 -2.28 -1.42
H -0.03 -1.00 -0.21
C 0.12 0.33 -3.04
O -0.04 -0.03 -4.17
N -0.65 0.00 -2.05
N 1.07 1.08 -2.59
H -1.50 -0.53 -2.23
H -0.47 0.45 -1.17
H 1.03 1.24 -1.59
H 1.87 1.31 -3.14
*
```

5 unconnected molecules or ions with the total composition C8H26O5 in a non-equilibrium geometry. Source: the OMol25 dataset; level of theory: ωB97M-V/def2-TZVPD.

Electronic energy   -18952.4458 eV
Energy relative to the best compared isomer or geometry (same formula, charge and spin)   2.2004 eV
E_HOMO   -0.3470 Eh
Orbital gap   0.3684 hartree

Geometry as ORCA input:
```
! wB97M-V def2-TZVPD RIJCOSX def2/J DEFGRID3
* xyz 0 1
C 26.15 -29.61 2.51
O 25.14 -30.28 1.83
H 26.36 -28.70 1.94
H 25.66 -29.14 3.36
H 26.93 -30.25 2.91
H 25.49 -30.65 1.02
C 16.02 -29.45 1.90
O 15.84 -28.52 0.79
H 15.55 -29.05 2.80
H 15.47 -30.37 1.71
H 17.04 -29.70 2.18
H 16.15 -29.04 0.04
C 20.29 -29.69 3.42
C 21.72 -30.12 3.19
O 22.23 -29.10 2.39
H 20.32 -28.98 4.25
H 19.65 -30.48 3.81
H 19.78 -29.20 2.59
H 21.61 -31.11 2.73
H 22.28 -30.20 4.13
H 23.17 -29.26 2.23
C 19.04 -25.90 1.19
C 20.41 -26.62 1.24
O 20.99 -26.61 2.53
H 18.47 -25.87 0.27
H 19.30 -24.88 1.47
H 18.44 -26.29 2.01
H 21.12 -26.29 0.48
H 20.34 -27.64 0.86
H 21.30 -27.50 2.70
C 17.67 -28.24 6.24
C 18.45 -29.21 7.04
O 18.14 -30.51 6.52
H 17.95 -27.26 6.61
H 16.60 -28.47 6.26
H 18.08 -28.30 5.23
H 18.37 -29.24 8.13
H 19.48 -29.11 6.71
H 18.41 -31.16 7.17
*
```

6 unconnected molecules or ions with the total composition C8H26O6 in a non-equilibrium geometry. Source: the OMol25 dataset; level of theory: ωB97M-V/def2-TZVPD.

Electronic energy   -20999.2484 eV
Energy relative to the best compared isomer or geometry (same formula, charge and spin)   2.5841 eV
E_HOMO   -0.3371 Eh
Orbital gap   0.3501 hartree

Geometry as ORCA input:
```
! wB97M-V def2-TZVPD RIJCOSX def2/J DEFGRID3
* xyz 0 1
C 1.62 1.15 -2.00
C 0.16 1.31 -2.45
O -0.16 2.01 -3.38
C -0.92 0.62 -1.65
H 1.94 0.19 -2.41
H 1.66 1.16 -0.91
H 2.22 1.94 -2.45
H -0.43 -0.30 -1.35
H -1.90 0.54 -2.13
H -1.14 1.13 -0.71
C 0.24 -1.03 1.12
O 0.01 0.33 1.59
H -0.70 -1.53 0.90
H 0.80 -1.01 0.19
H 0.77 -1.60 1.88
H 0.77 0.83 1.29
C -0.82 -3.29 -2.51
O -1.34 -3.35 -1.17
H 0.05 -3.93 -2.69
H -1.54 -3.96 -2.99
H -0.88 -2.26 -2.86
H -2.29 -3.46 -1.21
C -0.70 3.89 0.47
O 0.32 3.88 -0.47
H -0.72 4.90 0.89
H -1.75 3.77 0.21
H -0.56 3.19 1.29
H 1.13 4.08 0.02
C -2.03 -5.08 2.10
O -2.03 -5.67 0.78
H -1.16 -5.48 2.62
H -1.95 -3.99 2.05
H -2.91 -5.38 2.67
H -1.30 -5.24 0.34
C 2.38 3.66 2.47
O 2.70 3.82 1.13
H 1.96 4.58 2.87
H 1.67 2.82 2.50
H 3.27 3.32 2.98
H 3.57 3.45 0.98
*
```